The following is a DFT calculation (ωB97M-V with the def2-TZVPD basis set) of a 8-piece molecular cluster, C14H37ClN5O10 overall.

ΔE to the lowest compared entry with this formula, charge and spin (eV): 4.151
LUMO (eV): 1.23
Electronic energy (Ha): -2041.61030
HOMO-LUMO gap (eV): 4.748
Total charge: -1
Molar mass (g mol⁻¹): 470.928
E_HOMO (eV): -3.52

XYZ file:
```
67
Properties=species:S:1:pos:R:3:forces:R:3
N 0.3504 -2.4252 -0.0771 -0.516 -0.924 -1.359
H 0.6730 -3.3284 -0.3939 0.542 -0.216 0.750
H 0.9864 -1.7908 0.3845 1.816 0.459 0.990
H -0.5301 -2.4818 0.4146 -0.904 -0.360 0.740
H 0.2083 -1.9713 -0.9681 -0.473 1.187 -1.659
N -1.6045 4.3098 -2.6716 -0.861 2.208 0.454
H -1.0259 3.5236 -2.9307 2.271 -2.187 -0.581
H -2.3989 4.3917 -3.2899 -0.491 -0.183 0.267
H -1.1212 5.1962 -2.7024 0.739 0.143 -0.646
H -1.8004 4.2969 -1.6808 -0.797 -0.827 0.986
N 0.2982 1.1044 -0.5513 -0.277 1.980 1.027
H 1.2876 1.1352 -0.3508 0.957 -0.658 0.004
H -0.1962 1.2945 0.3087 -0.428 -0.147 0.517
H 0.0618 0.2824 -1.0885 0.044 -1.596 -1.076
H 0.1493 1.8956 -1.1610 -0.261 0.304 -0.789
N 2.8493 2.2234 -3.1711 1.588 0.230 -1.217
H 1.8549 2.2374 -3.3473 -2.459 -0.323 -0.847
H 2.8990 1.8706 -2.2261 0.617 0.106 2.294
H 3.2401 3.1455 -3.3025 0.190 0.062 0.357
H 3.4105 1.5436 -3.6642 -0.264 -0.121 -0.685
C 5.0567 1.6304 0.5420 -5.573 -1.805 -1.857
C 5.6950 0.9235 1.5250 5.356 4.153 1.965
C 5.1366 -0.2790 2.2335 2.260 -4.054 3.193
O 5.8229 -1.0991 2.9588 0.490 2.685 -1.432
C 3.8338 -0.7171 2.1280 -0.786 2.396 -0.847
C 3.0826 -0.1243 1.1521 1.946 0.646 -0.385
C 3.6999 1.1436 0.2030 4.950 -2.365 4.811
O 3.0666 1.4165 -0.7715 -3.182 1.370 -3.184
O 2.0371 -0.6733 0.8162 -3.148 0.270 -1.683
O 6.8221 1.5350 1.8898 -2.739 -3.207 -0.176
H 5.4456 2.4703 -0.0144 0.319 -0.045 0.249
H 3.4335 -1.5122 2.7394 0.244 -0.123 -0.170
O 0.1722 2.2396 -3.1758 0.104 0.326 0.292
C -0.5460 1.1660 -3.7493 -0.453 0.430 0.355
C -0.0190 -0.3034 -3.6426 1.170 -0.353 1.854
O 0.2978 -0.8852 -2.3529 -1.191 1.280 -0.892
H -0.7335 1.4603 -4.7819 0.360 -0.684 -0.898
H -1.5717 1.2286 -3.3859 -0.627 -0.478 0.734
H 0.9218 -0.3155 -4.1930 0.365 0.067 -0.533
H -0.6850 -0.9878 -4.1681 -0.499 0.206 -0.373
Cl -1.3416 3.6744 1.7238 2.975 -1.153 3.669
O -0.2171 4.2525 2.4537 -1.325 0.010 -0.475
O -1.2665 4.0836 0.3915 -0.147 1.415 -4.307
O -1.1557 2.2391 1.7547 -0.587 -0.608 -0.030
O -2.5880 4.0367 2.2791 -1.112 0.328 0.495
C -3.1748 -1.9523 -0.6287 0.020 0.032 1.001
C -2.8816 -1.5454 0.8680 -0.067 -1.228 -1.144
N -1.9963 -2.5466 1.5537 -0.457 -1.088 -1.158
C -2.5993 -3.9086 1.5981 -1.300 0.655 3.043
C -3.8917 -3.9070 2.6629 1.324 -0.199 -2.073
C -1.4939 -2.1780 2.8780 -0.628 0.086 0.489
C -0.4973 -1.0930 2.8191 0.844 1.920 0.619
H -4.0208 -1.3688 -0.9921 0.109 0.279 0.023
H -3.5241 -2.9832 -0.6862 0.212 -0.054 -0.090
H -2.3271 -1.7871 -1.2936 0.080 -0.079 0.028
H -2.4455 -0.5484 0.8055 0.086 -0.098 0.631
H -3.8676 -1.5282 1.3324 0.065 0.439 0.443
H -2.8620 -4.3631 0.6429 0.119 0.331 0.101
H -1.8644 -4.5015 2.1426 0.145 -0.332 -0.534
H -4.6301 -3.2416 2.2157 -0.104 0.133 0.512
H -4.3693 -4.8807 2.7717 0.242 -0.142 -0.168
H -3.5366 -3.5896 3.6434 -0.229 0.146 -0.219
H -0.9901 -2.9434 3.4683 -0.300 -1.019 -0.734
H -2.3266 -1.9142 3.5300 -0.258 0.410 -0.011
H -0.6498 -0.4421 1.9581 0.247 0.091 0.144
H 0.5552 -1.3599 2.9141 -0.061 -0.489 -0.736
H -0.5980 -0.4736 3.7103 -0.294 0.358 -0.073
```
Forces are in eV/Å.